No. 1
{"formula": "C4H11N3", "method": "ωB97M-V/def2-TZVPD", "species": ["N", "H", "H", "H", "C", "H", "N", "H", "H", "N", "C", "H", "C", "H", "H", "H", "H", "C"], "positions_angstrom": [[1.96585, -1.06226, 0.83743], [2.69974, 0.17686, -0.66616], [-3.12567, -1.94711, -0.04656], [-0.86582, 1.65333, 1.12385], [1.72685, -0.13872, -0.29590], [1.36317, -1.87267, 0.76693], [-1.27459, 0.55182, -0.62089], [0.97214, 1.78974, -0.70239], [-2.81198, -0.37877, -1.59618], [-2.46141, -1.24724, 0.26383], [-2.24142, -0.41101, -0.66522], [-0.46172, -0.04872, 1.23992], [0.98924, 1.11822, 0.16867], [-1.51694, 1.39705, -1.11366], [1.48305, 1.63176, 0.99630], [1.10507, -0.59234, -1.06964], [2.91259, -1.42630, 0.82072], [-0.45816, 0.80635, 0.55894]], "mulliken_charge": [-0.581, 0.369, 0.231, 0.272, -0.473, 0.234, -0.226, 0.268, 0.364, -0.647, -0.034, 0.410, -0.590, 0.255, 0.377, 0.231, 0.210, -0.669], "gap_ev": 9.880, "e_tot_ev": -8796.4059, "e_above_lowest_kj_mol": 117.05}

No. 2
{"formula": "C4H11N3", "method": "ωB97M-V/def2-TZVPD", "species": ["H", "H", "N", "C", "H", "H", "H", "C", "H", "C", "H", "H", "N", "C", "N", "H", "H", "H"], "positions_angstrom": [[0.28999, 1.30890, 1.45148], [1.31080, 2.30419, -2.74357], [-0.15639, -0.20436, -1.41761], [-0.99481, -0.21700, 1.55552], [0.64551, -1.68528, 1.52113], [-0.63923, 1.67093, -2.24345], [0.31140, 0.30108, 2.96449], [-0.14487, -1.30394, 0.80546], [1.30136, -1.58195, -0.91241], [0.64091, -0.81364, -0.37952], [-0.85905, -0.63078, -2.01859], [1.38039, -0.04366, -0.12760], [1.38501, 1.49310, -2.20180], [0.23228, 1.05088, -1.85109], [-0.30967, 0.79397, 2.16939], [-1.68323, 0.29427, 0.74977], [-1.89536, -0.56590, 2.05938], [-0.81502, -2.17080, 0.61902]], "mulliken_charge": [0.301, 0.264, -0.150, -0.809, 0.251, 0.330, 0.283, -0.378, 0.333, -0.810, 0.237, 0.399, -0.671, -0.012, -0.519, 0.268, 0.371, 0.310], "gap_ev": 9.839, "e_tot_ev": -8794.6535, "e_above_lowest_kj_mol": 286.13}

No. 3
{"formula": "C4H11N3", "method": "ωB97M-V/def2-TZVPD", "species": ["H", "N", "H", "H", "H", "H", "H", "N", "H", "H", "C", "H", "N", "C", "C", "C", "H", "H"], "positions_angstrom": [[0.92361, 0.62399, -1.02767], [-0.43506, 1.06125, -0.35429], [0.37907, -2.22509, 1.24059], [1.37049, -2.77530, -0.12612], [-3.27115, -0.30499, -0.83143], [1.77631, -0.93631, -1.60842], [0.08712, 2.56496, 1.00282], [-2.70149, 0.45408, -0.46688], [-1.19501, 3.01911, -0.16356], [-1.56491, 1.98946, 1.19993], [-0.79154, 2.20808, 0.45535], [1.33152, 0.07964, 1.09001], [1.70798, -0.25240, -0.86351], [1.33771, -2.10464, 0.73159], [1.49431, -0.68334, 0.34372], [-1.45806, 0.27981, -0.76059], [2.11050, -2.38956, 1.44983], [-1.10141, -0.60875, -1.31136]], "mulliken_charge": [0.491, -0.525, 0.300, 0.333, 0.193, 0.277, 0.324, -0.731, 0.296, 0.311, -1.045, 0.299, -0.405, -1.074, 0.312, 0.021, 0.340, 0.282], "gap_ev": 6.834, "e_tot_ev": -8793.9708, "e_above_lowest_kj_mol": 352.01}

No. 4
{"formula": "C4H11N3", "method": "ωB97M-V/def2-TZVPD", "species": ["H", "C", "H", "H", "H", "C", "H", "N", "H", "H", "C", "N", "H", "C", "H", "H", "H", "N"], "positions_angstrom": [[1.08227, -0.63123, 1.20738], [-1.83522, 0.13369, 1.10383], [-1.63529, -0.71067, 1.75528], [2.91505, -0.51251, -1.91687], [-2.90238, 0.34940, 1.09557], [2.16615, -0.45786, -1.13660], [-1.27215, 0.70123, -2.17996], [-1.01220, -1.37158, -0.57071], [-0.83514, -1.52587, -1.56128], [2.50440, 0.23088, 1.92595], [1.75642, 0.23263, 1.12798], [-1.48963, 0.84300, -1.20643], [1.24575, 1.18145, 1.30654], [-1.36878, -0.19397, -0.28212], [1.48240, -1.31158, -1.10393], [-1.32733, 1.01409, 1.49400], [-1.85432, 1.73173, -0.90723], [2.38000, 0.29717, -0.15140]], "mulliken_charge": [0.290, -1.270, 0.280, 0.289, 0.420, -0.256, 0.178, -0.671, 0.237, 0.313, -0.616, -0.432, 0.163, 0.751, 0.232, 0.344, 0.176, -0.427], "gap_ev": 9.754, "e_tot_ev": -8795.5845, "e_above_lowest_kj_mol": 196.30}

No. 5
{"formula": "C4H11N3", "method": "ωB97M-V/def2-TZVPD", "species": ["H", "H", "N", "H", "H", "N", "H", "C", "C", "H", "C", "H", "H", "H", "H", "N", "C", "H"], "positions_angstrom": [[-1.73846, -1.09997, 1.10311], [2.29408, -1.34138, 0.32542], [-2.47327, 1.57335, -0.35222], [2.11889, 1.24789, -1.28616], [-3.46570, 1.50322, -0.15560], [-0.45271, 0.40009, -0.29815], [3.45196, 0.63695, -0.32273], [1.69818, -0.71010, -0.34084], [2.34414, 0.67641, -0.35311], [1.90874, 1.26841, 0.45447], [0.28292, -0.76927, 0.27056], [-2.85179, -0.08107, 1.59188], [-0.25897, -1.66063, -0.12009], [0.16011, -0.73858, 1.34595], [1.63197, -1.32141, -1.24715], [-2.47525, -0.50495, 0.74770], [-1.85015, 0.50519, -0.05915], [-0.32469, 0.41584, -1.30389]], "mulliken_charge": [0.320, 0.334, -0.675, 0.267, 0.259, -0.208, 0.344, -0.640, -0.993, 0.306, -0.817, 0.254, 0.473, 0.423, 0.340, -0.642, 0.392, 0.262], "gap_ev": 9.686, "e_tot_ev": -8796.1196, "e_above_lowest_kj_mol": 144.67}

No. 6
{"formula": "C4H11N3", "method": "ωB97M-V/def2-TZVPD", "species": ["H", "N", "H", "H", "H", "H", "C", "H", "C", "H", "N", "C", "H", "C", "H", "N", "H", "H"], "positions_angstrom": [[0.37923, 1.35143, 2.41570], [-0.32678, 1.03872, 1.75257], [1.37649, -2.76249, 0.46087], [-1.58515, -2.24816, -1.31959], [2.05571, -0.55879, 0.16047], [-1.71540, 1.83284, 0.46045], [-1.07212, -1.30087, -1.17533], [-0.42306, 3.03161, 1.05893], [0.20295, -1.53085, -0.41475], [0.33968, 0.11613, 1.06671], [0.47477, -2.71191, -0.01724], [-0.78323, 2.00836, 0.98717], [-0.85728, -0.84769, -2.14339], [1.02699, -0.33507, -0.12015], [1.68637, 1.38704, -0.90580], [0.88193, 0.77251, -0.97346], [-1.72482, -0.61781, -0.62630], [0.06372, 1.37500, -0.66687]], "mulliken_charge": [0.262, -0.467, 0.214, 0.373, 0.495, 0.363, -1.102, 0.310, 0.561, 0.260, -0.777, -0.593, 0.315, -0.343, 0.266, -0.571, 0.208, 0.225], "gap_ev": [8.174, 8.175], "e_tot_ev": -8793.7898, "e_above_lowest_kj_mol": 369.46}

No. 7
{"formula": "C4H11N3", "method": "ωB97M-V/def2-TZVPD", "species": ["H", "N", "H", "H", "H", "N", "C", "H", "C", "H", "H", "H", "H", "N", "H", "C", "C", "H"], "positions_angstrom": [[-2.61278, 0.29612, 1.59177], [-0.83470, 0.85098, 0.92923], [-1.31914, -1.07252, 1.74160], [0.33761, 1.36570, -1.74611], [0.57715, 2.57966, -0.59564], [-0.79599, -1.52119, -0.22586], [-1.53026, 0.01531, 1.91076], [1.79129, 1.47268, -0.77403], [0.68282, 1.55763, -0.79861], [1.30976, -0.57823, -2.13068], [1.48728, -2.34675, -1.32752], [-1.26004, 0.26860, 2.85881], [2.24578, -0.80348, -0.76112], [0.16135, -0.77131, -0.45504], [-0.62403, -2.51561, -0.23002], [-0.00298, 0.63928, -0.00829], [1.41764, -1.23624, -1.24247], [-1.03075, 1.79937, 1.26322]], "mulliken_charge": [0.348, -0.134, 0.310, 0.500, 0.408, -0.622, -0.675, 0.389, -1.656, 0.326, 0.356, 0.357, 0.357, 0.671, 0.315, 1.013, -0.597, 0.333], "gap_ev": 9.771, "e_tot_ev": -8774.8771, "total_charge": 2, "e_above_lowest_kj_mol": 409.52}

No. 8
{"formula": "C4H11N3O", "method": "ωB97M-V/def2-TZVPD", "species": ["H", "C", "H", "C", "N", "H", "H", "H", "C", "H", "N", "H", "H", "C", "H", "H", "H", "O", "N"], "positions_angstrom": [[1.23048, 1.86845, 1.69587], [-0.02571, -0.42294, 0.25920], [1.39172, -3.13154, 0.09567], [1.23295, -1.09619, -0.53166], [0.93832, -2.59506, -0.60756], [-3.39231, 1.13180, -0.01458], [-0.15569, -0.96855, 1.26834], [-0.91723, -0.82952, -0.22192], [-0.15318, 1.10146, 0.14913], [2.17306, -1.01911, 0.08250], [1.14410, 1.85123, 0.70438], [-0.12938, 1.31133, -0.93385], [-2.11172, 0.54573, -1.17411], [-1.47661, 1.50882, 0.62092], [1.89276, 1.30619, 0.33273], [1.26796, -3.04942, -1.44902], [1.26999, -0.65541, -1.64479], [-1.73399, 1.93922, 1.72173], [-2.44549, 1.20350, -0.35299]], "mulliken_charge": [0.253, -0.658, 0.210, -0.358, -0.576, 0.253, 0.252, 0.305, 0.162, 0.241, -0.670, 0.298, 0.286, 0.313, 0.283, 0.209, 0.270, -0.590, -0.481], "gap_ev": 10.168, "e_tot_ev": -10843.1987, "e_above_lowest_kj_mol": 194.18}